[1]
Here is a 2-piece molecular cluster, C26H26O5S overall in a non-equilibrium geometry from the OMol25 dataset. Energies are from ωB97M-V/def2-TZVPD.

```
58
Properties=species:S:1:pos:R:3:forces:R:3
C -2.5140 -0.0426 1.5978 -0.08 -0.16 -0.43
C -2.3148 1.3397 1.9329 -0.11 1.08 0.69
C -3.1735 2.3435 1.3878 0.25 -0.42 0.13
C -2.9998 3.6914 1.6902 0.23 -0.05 0.23
C -1.9240 4.0989 2.4922 0.06 -0.43 -0.20
C -1.0464 3.1368 3.0155 -0.19 -0.26 0.11
C -1.2681 1.7782 2.7942 -0.18 0.02 -0.47
C -1.5020 -1.0088 1.6098 0.21 -1.09 0.00
C -1.5131 -2.1245 0.7710 -0.65 0.91 0.63
C -0.4356 -3.0613 0.6091 0.90 -1.01 0.04
C -0.5821 -4.1993 -0.2404 0.15 0.51 0.25
C 0.4264 -5.1551 -0.3444 0.31 0.12 0.17
C 1.6115 -5.0233 0.3987 -0.41 0.37 0.08
C 1.7811 -3.9052 1.2283 -0.18 0.17 -0.08
C 0.7901 -2.9303 1.3208 -0.37 -0.15 -0.37
H -3.4517 -0.2969 1.1020 0.21 0.05 -0.11
H -3.9560 2.0432 0.6872 0.17 0.03 0.33
H -3.7073 4.4387 1.3225 0.29 -0.30 -0.05
H -1.7451 5.1580 2.6865 -0.13 -0.34 -0.02
H -0.1991 3.4487 3.6311 -0.34 -0.10 -0.16
H -0.6362 1.0211 3.2648 -0.11 0.41 -0.11
H -0.6578 -0.8892 2.3027 -0.27 0.21 -0.61
H -2.4176 -2.3106 0.1800 0.30 0.16 0.13
H -1.4912 -4.2993 -0.8368 0.20 -0.02 0.25
H 0.3168 -6.0111 -1.0132 -0.09 0.29 0.22
H 2.4047 -5.7713 0.3335 -0.32 0.22 -0.03
H 2.7011 -3.7800 1.8002 -0.23 -0.07 -0.19
H 0.9438 -2.0297 1.9188 0.11 -0.45 -0.08
C -4.7722 -5.9016 5.7627 -0.38 -0.53 0.09
C -4.3905 -4.5366 6.2626 -0.05 0.31 -0.28
O -4.6216 -3.5995 5.1571 0.56 0.11 1.17
C -4.6098 -2.3098 5.5705 -1.14 1.33 -0.59
C -5.0952 -1.3324 4.5117 0.57 -2.47 0.40
O -5.4223 -0.1118 4.9146 -0.75 1.29 1.31
C -6.2514 0.1569 6.1346 0.76 -0.41 -0.87
S -6.2383 -2.0692 3.2776 0.23 1.24 1.29
C -6.8934 -0.5447 2.5644 0.04 -0.37 -0.08
C -8.2350 -0.4463 2.1886 0.37 0.10 0.12
C -8.6861 0.7596 1.6509 0.39 -0.06 -0.22
C -7.7845 1.8154 1.4669 -0.05 0.20 0.08
C -6.4744 1.7350 1.9560 -0.32 -0.22 -0.36
C -6.0261 0.5326 2.4822 -0.01 0.24 -0.36
O -5.4975 -2.8335 2.2999 -0.42 0.01 0.06
O -7.3768 -2.6303 3.9894 0.17 -0.44 -0.56
O -4.3722 -1.9558 6.7225 0.30 -0.50 -1.02
H -4.2767 -6.6598 6.3731 0.06 -0.02 -0.07
H -5.8498 -6.0602 5.9067 0.24 0.04 -0.38
H -4.5016 -6.0634 4.7107 -0.08 0.12 0.32
H -5.0325 -4.2463 7.1077 0.36 0.03 -0.26
H -3.3385 -4.5059 6.5964 -0.40 0.26 -0.30
H -6.3705 1.2451 6.1102 -0.04 -0.34 0.11
H -7.2202 -0.3571 6.0555 0.32 0.10 -0.03
H -5.6634 -0.1932 6.9878 -0.40 0.21 -0.09
H -8.8973 -1.3025 2.3045 0.15 0.21 0.08
H -9.7299 0.8556 1.3533 0.30 0.02 -0.06
H -8.0921 2.7061 0.9107 -0.05 -0.19 0.46
H -5.7831 2.5767 1.9141 -0.36 -0.13 -0.12
H -5.0127 0.4211 2.8488 -0.13 0.13 -0.18
```
Forces are in eV/Å.

## Properties
multiplicity = 1
DFT total energy = -48450.6573 eV
energy relative to the best compared isomer or geometry (same formula, charge and spin) = 0.894 eV
LUMO level = -2.846 eV
frontier orbital gap = 0.11397 hartree

Per-atom natural (NBO) charges, elementary charge units:
1 C -0.007
2 C -0.151
3 C -0.094
4 C -0.245
5 C -0.166
6 C -0.219
7 C -0.142
8 C -0.273
9 C -0.053
10 C -0.039
11 C -0.166
12 C -0.221
13 C -0.177
14 C -0.204
15 C -0.187
16 H 0.230
17 H 0.217
18 H 0.225
19 H 0.223
20 H 0.224
21 H 0.214
22 H 0.210
23 H 0.221
24 H 0.220
25 H 0.225
26 H 0.223
27 H 0.221
28 H 0.211
29 C -0.630
30 C -0.071
31 O -0.513
32 C 0.710
33 C -0.185
34 O -0.554
35 C -0.267
36 S 2.104
37 C -0.306
38 C -0.174
39 C -0.225
40 C -0.219
41 C -0.171
42 C -0.213
43 O -0.935
44 O -0.950
45 O -0.652
46 H 0.206
47 H 0.213
48 H 0.225
49 H 0.198
50 H 0.181
51 H 0.188
52 H 0.190
53 H 0.222
54 H 0.241
55 H 0.218
56 H 0.211
57 H 0.198
58 H 0.242

=====

[2]
Here is C26H27AsMnN8O8S3 as an isolated structure from the OMol25 dataset. Energies are from ωB97M-V/def2-TZVPD.

```
74
Properties=species:S:1:pos:R:3:forces:R:3
Mn 0.1342 -0.1888 0.2784 0.02 0.02 -0.06
C 0.1133 0.9731 -4.7967 0.02 -0.03 -0.02
C 0.1935 -0.5367 -4.9849 -0.05 0.01 -0.03
N -0.3796 -1.3017 -3.8916 0.04 0.01 0.01
C 0.1365 -1.2732 -2.6307 0.03 -0.02 0.10
S -0.8371 -1.9642 -1.3735 0.03 0.01 -0.01
N 1.3603 -0.7764 -2.5210 -0.04 -0.01 -0.04
N 1.7382 -0.6837 -1.2266 0.02 -0.02 -0.02
C 2.9666 -0.5407 -0.9038 -0.03 0.00 0.02
C 4.0950 -0.4228 -1.8798 0.00 0.01 0.00
C 3.2251 -0.5472 0.5560 0.01 0.02 0.04
C 4.5007 -0.3776 1.0817 -0.01 -0.01 0.00
C 4.6738 -0.4342 2.4547 0.00 0.00 -0.02
C 3.5796 -0.6737 3.2652 -0.01 0.00 0.00
C 2.3392 -0.8274 2.6602 -0.01 -0.01 0.04
N 2.1682 -0.7622 1.3512 0.01 0.01 -0.06
H 0.4856 1.4857 -5.6889 0.00 0.01 0.00
H 0.7312 1.2647 -3.9499 -0.01 0.03 0.01
H -0.9046 1.3080 -4.5932 0.00 0.01 0.01
H 1.2350 -0.8408 -5.1015 0.02 -0.01 0.00
H -0.3396 -0.8406 -5.8905 0.01 0.00 0.00
H -1.3694 -1.4773 -3.9060 -0.01 0.00 0.00
H 3.6921 -0.4432 -2.8889 0.00 0.00 0.00
H 4.8113 -1.2403 -1.7594 0.00 0.00 0.00
H 4.6284 0.5190 -1.7260 0.00 0.00 -0.01
H 5.3365 -0.1809 0.4254 0.01 0.00 0.00
H 5.6564 -0.2841 2.8857 0.00 0.00 0.00
H 3.6700 -0.7287 4.3414 0.00 0.00 0.00
H 1.4433 -1.0163 3.2404 0.00 0.00 0.00
O -1.4684 3.7417 -0.0965 -0.15 -0.10 -0.02
As -0.8499 2.7813 -1.4463 0.02 0.06 -0.10
O -1.7209 3.1721 -2.7764 0.05 -0.02 0.04
O -0.8067 1.1910 -0.9741 -0.16 -0.03 0.09
C 0.9542 3.4901 -1.7340 0.06 0.00 0.08
C 1.1424 3.9521 -3.0340 0.03 0.02 -0.02
C 2.3639 4.4659 -3.4476 -0.04 -0.01 -0.02
C 3.4185 4.5290 -2.5533 0.03 0.01 0.02
C 3.2442 4.0849 -1.2505 -0.02 -0.01 -0.01
C 2.0223 3.5704 -0.8320 0.00 -0.01 -0.06
S 1.9319 3.0690 0.8935 0.11 -0.10 -0.01
O 1.1898 4.1096 1.5799 -0.05 0.02 0.03
O 3.3157 2.9244 1.3117 -0.01 0.03 0.01
O 1.2117 1.7929 0.8716 -0.11 0.07 0.03
H -1.2718 3.2713 0.7220 0.16 0.11 0.03
H 0.2984 3.8976 -3.7111 -0.01 -0.01 -0.01
H 2.4872 4.8097 -4.4683 0.00 0.00 0.00
H 4.3799 4.9227 -2.8643 0.00 0.00 0.00
H 4.0530 4.1174 -0.5335 0.00 0.00 0.00
N -6.8041 -3.8240 0.5755 0.01 0.00 0.00
C -5.5163 -3.7653 1.1532 -0.01 0.00 0.00
C -4.3824 -3.8750 0.3503 0.01 0.00 -0.01
C -3.1203 -3.8350 0.9138 -0.02 0.01 0.01
C -2.9819 -3.6864 2.2882 0.01 0.00 0.01
C -4.1006 -3.5778 3.0951 -0.01 -0.01 -0.01
C -5.3671 -3.6291 2.5298 0.01 0.00 0.00
S -1.3463 -3.5223 2.9586 -0.06 -0.01 -0.02
O -1.4555 -3.6163 4.3988 -0.01 0.01 0.01
O -0.5333 -4.5165 2.3025 0.00 0.01 0.01
N -0.8652 -2.0978 2.4225 0.11 -0.01 0.00
C -1.4097 -0.9568 2.8432 -0.02 -0.03 0.00
N -0.8692 0.1536 2.2549 0.00 -0.01 0.00
C -1.1838 1.3418 2.7474 0.00 0.00 -0.03
C -2.1133 1.4969 3.7603 -0.02 -0.01 0.03
C -2.7329 0.3280 4.1832 0.01 0.01 -0.03
N -2.4085 -0.8769 3.7565 -0.01 0.00 0.02
H -6.8037 -3.5118 -0.3847 0.00 0.00 0.00
H -7.4854 -3.2986 1.1032 0.00 0.00 0.00
H -4.4887 -3.9643 -0.7252 0.00 0.00 0.00
H -2.2363 -3.8914 0.2903 0.00 0.00 0.00
H -3.9628 -3.4335 4.1577 0.00 0.00 0.00
H -6.2480 -3.5408 3.1574 0.00 0.00 0.00
H -0.6509 2.1827 2.3158 0.01 0.01 -0.01
H -2.3710 2.4669 4.1574 0.01 0.01 -0.01
H -3.5419 0.3686 4.9104 0.00 0.00 0.00
```
Forces are in eV/Å.

## Properties
multiplicity = 6
DFT total energy = -180371.4146 eV
energy relative to the best compared isomer or geometry (same formula, charge and spin) = 0.000 eV
LUMO level (alpha / beta) = 4.466 / 4.465 eV
frontier orbital gap (alpha / beta) = 0.25986 / 0.26195 hartree
net charge = -2

Per-atom Löwdin charges, elementary charge units:
1 Mn 0.708
2 C -0.100
3 C -0.270
4 N -0.041
5 C -0.836
6 S 0.571
7 N 0.006
8 N -0.046
9 C -0.267
10 C -0.033
11 C -0.218
12 C -0.021
13 C -0.073
14 C -0.059
15 C -0.107
16 N 0.076
17 H 0.066
18 H 0.046
19 H 0.067
20 H 0.097
21 H 0.099
22 H 0.093
23 H 0.059
24 H 0.078
25 H 0.079
26 H 0.101
27 H 0.099
28 H 0.096
29 H 0.100
30 O -0.251
31 As 0.859
32 O -0.493
33 O -0.540
34 C -0.209
35 C -0.115
36 C -0.099
37 C -0.101
38 C -0.078
39 C -0.240
40 S 0.440
41 O -0.332
42 O -0.346
43 O -0.402
44 H -0.007
45 H 0.084
46 H 0.091
47 H 0.090
48 H 0.098
49 N 0.065
50 C -0.336
51 C -0.033
52 C -0.063
53 C -0.289
54 C -0.072
55 C -0.050
56 S 0.557
57 O -0.348
58 O -0.336
59 N -0.086
60 C -0.466
61 N 0.053
62 C -0.121
63 C -0.068
64 C -0.154
65 N 0.130
66 H 0.074
67 H 0.071
68 H 0.108
69 H 0.074
70 H 0.103
71 H 0.099
72 H 0.085
73 H 0.087
74 H 0.098

=====

> Which of these has the highest DFT total energy?

C26H26O5S

=====

> What is the DFT total energy in the first record?

-48450.6573 eV

=====

> DFT total energy of number 2 (C26H27AsMnN8O8S3)?

-180371.4146 eV